#1
Below is a 2-piece molecular cluster, C2H10NO overall, with properties calculated with wB97M-V/def2-TZVPD.

Geometry as XYZ:
```
14
Properties=species:S:1:pos:R:3:lowdin_charge:R:1
N -0.1356 0.8920 0.4200 -0.04
H 0.8387 -2.1165 -1.9144 0.05
H 1.4622 -0.2982 1.2036 0.11
H 1.0002 0.9845 2.2138 0.11
H -2.0809 0.0651 0.3029 0.10
H 1.9136 1.3688 0.7937 0.11
H -0.5544 -1.8025 -2.5917 0.05
C -1.2711 0.1218 1.0085 0.01
O 0.2691 -1.4229 -2.2712 -0.05
H -0.4256 1.8622 0.3287 0.18
H 0.0411 0.5460 -0.5301 0.16
C 1.1177 0.7358 1.1669 -0.01
H -1.6233 0.6914 1.8715 0.11
H -0.8919 -0.8348 1.3370 0.11
```

Values from the calculation:
lowest unoccupied orbital energy = -3.4 eV
net charge = +1

#2
Below is a 2-piece molecular cluster, C2H10NO overall, with properties calculated with wB97M-V/def2-TZVPD.

Geometry as XYZ:
```
14
Properties=species:S:1:pos:R:3:lowdin_charge:R:1
C 1.3870 0.0516 0.1584 -0.23
H 2.1743 0.6172 0.6442 0.12
H 1.7984 -0.8929 -0.1793 0.12
N -1.8488 -0.6521 0.0526 0.31
H 1.3874 1.5430 -1.3511 0.10
H -2.0346 0.2427 0.5013 0.15
H -0.0434 1.5564 -0.3165 0.09
H -2.3515 -0.7571 -0.8319 0.16
H 0.1730 0.3573 -1.6726 0.08
O 0.4732 -0.3275 1.3032 -0.15
H -0.8264 -0.7156 -0.0443 0.08
C 0.6532 0.9041 -0.8528 -0.09
H -2.1097 -1.4656 0.6276 0.17
H 1.1678 -0.4617 1.9614 0.10
```

Values from the calculation:
lowest unoccupied orbital energy = -3.8 eV
net charge = +1

Which of them is the most stable? Correct choice: #1.

#1
Below is C2H10N3OP as an isolated structure, with properties calculated with wB97M-V/def2-TZVPD.

Geometry as XYZ:
```
17
Properties=species:S:1:pos:R:3:lowdin_charge:R:1
H 1.9635 -1.1856 0.9470 0.08
N -2.9426 1.2208 0.3474 -0.22
P -2.1082 0.1429 -0.6223 0.88
H -2.3619 -1.3154 1.1220 0.04
H -2.9464 0.9785 1.3312 0.04
O -0.2708 0.3560 0.5163 -0.37
H 1.1859 2.1557 -0.4518 0.08
N -2.6239 -1.2584 0.1424 -0.22
C 1.7460 1.2403 -0.2738 -0.11
H -2.6845 2.1890 0.2305 0.03
H 2.4595 1.0960 -1.0854 0.08
N 0.8219 0.1301 -0.2921 -0.43
H 0.6925 -1.9224 -0.0620 0.07
H 2.1814 -1.3240 -0.8161 0.08
H -2.3836 -2.1138 -0.3376 0.02
C 1.4534 -1.1444 -0.0267 -0.11
H 2.2952 1.3253 0.6724 0.08
```

Values from the calculation:
lowest unoccupied orbital energy = 1.0 eV

#2
Below is a 2-piece molecular cluster, C2H10N3OP overall, with properties calculated with wB97M-V/def2-TZVPD.

Geometry as XYZ:
```
17
Properties=species:S:1:pos:R:3:lowdin_charge:R:1
H -2.2908 0.9973 -0.5311 0.09
H -2.4667 -1.5496 -0.4741 0.09
N 3.1863 1.1900 0.0568 -0.20
C -1.6056 -1.5399 0.1941 -0.06
N -0.4151 -0.5218 -1.4897 -0.08
H 2.9242 1.6905 0.8932 0.04
O 1.6343 -0.5636 0.8842 -0.54
H -1.9305 -1.4808 1.2312 0.09
H -1.8180 0.8942 1.1896 0.08
H -0.7612 1.7139 0.0149 0.08
H 0.1308 -0.4411 0.4717 0.06
C -1.4561 0.8884 0.1629 -0.05
H 0.1359 0.2950 -1.7676 -0.04
H -1.0296 -2.4461 0.0306 0.09
H 3.9113 1.6259 -0.4835 0.02
P 2.6106 -0.3642 -0.2277 0.78
N -0.7598 -0.3881 -0.1555 -0.44
```

Values from the calculation:
lowest unoccupied orbital energy = 0.2 eV

Which of them is the most stable? Correct choice: #1.

#1
Below is a 3-piece molecular cluster, C3H11NO3 overall, with properties calculated with wB97M-V/def2-TZVPD.

Geometry as XYZ:
```
18
Properties=species:S:1:pos:R:3:mulliken_spin:R:1
H 0.1004 -2.9605 1.6008 0.00
C 0.0931 -1.1502 0.4892 -0.02
H -1.0848 1.9319 -1.4189 0.00
H 1.8309 1.1700 1.9048 0.00
H -3.2012 -0.0106 -2.9518 0.00
H -2.2351 -0.7387 -1.9706 0.00
H -2.2853 2.5214 -0.5799 0.00
O -0.9226 -1.4612 -0.1721 0.84
N 0.5215 -1.9859 1.5255 0.07
O -2.2715 -0.0407 -2.6177 0.00
H 0.1591 0.9468 -0.0066 0.00
O -1.3350 2.5297 -0.7201 0.00
C 0.9282 0.1454 0.1237 0.08
H 2.7918 0.8689 0.6163 0.01
H 1.3778 -0.0802 -0.8485 0.00
H 2.3805 -0.4517 1.5846 0.00
H 1.1436 -1.6747 2.3022 0.00
C 2.0088 0.4403 1.1390 0.02
```

Values from the calculation:
lowest unoccupied orbital energy (spin up / spin down) = -4.5 / -9.4 eV
multiplicity = 2
expectation value of S² = 0.756
net charge = +1

#2
Below is a 3-piece molecular cluster, C3H11NO3 overall, with properties calculated with wB97M-V/def2-TZVPD.

Geometry as XYZ:
```
18
Properties=species:S:1:pos:R:3:mulliken_spin:R:1
H -3.8026 -0.6780 2.0961 0.00
H 0.9609 -1.3782 -0.1051 0.00
C 1.7842 -0.5556 -0.2049 0.05
H 1.4839 0.1870 0.5183 0.00
O 1.4280 0.9369 -2.0202 0.88
H 3.8565 -0.2085 0.3524 0.00
H -3.6660 -2.2288 2.3093 0.00
H 3.2503 -2.1507 0.1809 0.00
H -5.3083 4.8132 -0.1910 0.00
H 3.0477 -1.3061 1.5051 0.00
N 2.2890 -1.2096 -2.4036 0.06
C 1.8308 -0.1558 -1.5680 -0.02
C 3.1542 -1.0603 0.4995 0.01
H 2.8310 -2.0042 -1.9967 0.00
H -5.3603 5.2159 1.2469 0.00
O -5.6597 4.5387 0.6569 0.00
O -4.1844 -1.4840 2.4882 0.00
H 2.0647 -1.2719 -3.3641 0.00
```

Values from the calculation:
lowest unoccupied orbital energy (spin up / spin down) = -5.1 / -9.6 eV
multiplicity = 2
expectation value of S² = 0.755
net charge = +1

Which of them is the most stable? Correct choice: #1.

#1
Below is a 12-piece molecular cluster, C4H32N2O12 overall, with properties calculated with wB97M-V/def2-TZVPD.

Geometry as XYZ:
```
50
Properties=species:S:1:pos:R:3:lowdin_charge:R:1
H 3.9234 -0.4595 2.4572 -0.03
O -0.7134 4.0238 0.2554 -0.03
H 4.4681 -0.6036 -1.3900 0.09
H -2.1061 -3.5349 -1.2318 0.10
H 4.1010 2.4051 0.5749 0.06
H -2.5062 1.5470 0.1485 0.07
O 3.4614 0.0780 2.9811 -0.01
O -4.0271 -0.9337 0.3979 -0.08
H -0.6998 -0.6582 -0.4466 0.05
H 0.8907 -0.4858 -2.1411 0.04
H 3.2727 1.2301 0.3954 -0.01
H -4.4091 -1.6627 1.0057 0.10
O 3.4259 1.9131 1.0418 -0.04
H -0.0012 1.8779 0.1944 0.12
H 0.8801 -0.9215 0.4457 0.12
H 3.4519 0.9572 2.5818 0.02
C -2.5905 1.2305 1.0888 -0.31
O -1.8995 -2.6273 -1.5564 -0.02
H -0.4959 0.5557 3.5456 0.04
N 0.6136 0.2855 -1.4552 -0.01
H -2.2340 0.6676 3.6621 0.11
H -0.0597 0.1867 -3.5812 0.00
H -2.7762 0.1628 -2.2803 0.06
O 1.3138 -1.5360 3.7399 -0.12
N -1.3594 0.8421 1.6124 -0.11
H -4.8320 -0.4275 0.2158 0.05
O -3.4399 1.5121 1.9245 -0.01
O -0.0462 0.3985 -4.5477 -0.06
O 1.7253 -1.9188 -2.8934 -0.05
H -0.2685 -3.1259 -1.6419 -0.01
C 0.1703 -0.2023 -0.1408 -0.24
H 0.8503 0.5374 -4.7770 0.01
H 0.2873 -2.7892 -0.3127 -0.07
H -2.4517 -2.1222 -1.0449 -0.03
H 3.1659 0.2754 -1.1811 0.00
H 0.7050 1.1904 1.5632 0.10
H -2.8054 1.6624 -2.4077 0.03
H 1.5801 -2.3110 -2.0653 -0.03
O 3.9891 0.0195 -0.7978 -0.05
C -0.1004 0.9345 0.9061 -0.16
H 1.0959 -2.4677 -3.3847 0.07
H -1.1923 4.1489 -0.5562 0.04
H 1.0843 -1.4498 2.7506 0.04
H 2.1686 -1.0601 3.7946 0.00
C -1.3478 0.3069 2.9993 -0.05
O -3.3468 0.9573 -2.0513 -0.07
O 0.3988 -3.2858 -1.0038 0.02
H 1.2434 1.0856 -1.5056 0.07
H -1.1213 4.4564 0.9794 0.03
H -1.4367 -0.8649 3.1326 0.11
```

Values from the calculation:
lowest unoccupied orbital energy = 0.0 eV
SMILES = CN(C=O)CCN.O.O.O.O.O.O.O.O.O.O.O

#2
Below is a 12-piece molecular cluster, C4H32N2O12 overall, with properties calculated with wB97M-V/def2-TZVPD.

Geometry as XYZ:
```
50
Properties=species:S:1:pos:R:3:lowdin_charge:R:1
H -1.4524 0.6799 2.0294 0.01
H -2.0119 -0.5512 0.0955 0.13
O -1.9216 2.3988 -0.7097 -0.06
O 2.7383 -0.9801 -1.9043 -0.07
H 0.7541 -3.0324 0.5885 0.07
H 1.8564 -1.0914 -2.2770 -0.02
H 1.9816 -2.8395 -4.2262 0.06
O 0.2525 1.4693 3.8930 -0.05
H -1.1142 -2.5748 -4.2231 0.01
H 0.0142 -4.2699 -0.4748 0.08
H -0.4140 0.1529 -1.8880 0.13
H 0.0846 1.1126 4.7738 0.07
C 0.1257 -0.3570 0.0155 -0.48
O -4.4981 0.6275 2.0040 -0.08
O -1.9561 -2.1349 -4.0350 -0.07
O -1.9255 1.5290 1.9928 -0.06
N -1.1770 -1.4355 1.7692 0.07
H 1.0347 0.9318 3.6805 0.02
H -1.2679 2.1740 2.2729 0.03
H 3.7235 2.4015 -0.1662 0.02
H -1.2634 -2.1612 -1.5468 0.08
C -1.0614 -2.4670 -0.5148 -0.18
H -3.6207 0.6234 1.5925 -0.02
O 1.1857 -2.3197 -4.0855 -0.04
H 2.3016 2.8909 1.8182 0.03
H -2.7097 1.9754 -0.3858 0.04
O 1.1541 -0.4685 0.6801 0.03
H -1.9198 -3.1105 -0.3311 0.11
H 0.9426 -2.9891 -1.1788 0.06
H -0.7002 2.8629 -2.0124 -0.01
H 0.9366 2.2827 2.2373 -0.02
H -4.5933 1.5507 2.2655 0.03
H 0.9208 -1.9168 -4.9171 0.05
H 0.2454 4.0423 -2.5945 0.04
H 4.9024 1.3786 -0.2344 0.04
C 0.2651 -3.2137 -0.3571 -0.07
H -1.6321 -2.3368 1.8985 0.09
H 0.6716 1.2613 -1.1636 0.10
O 0.1539 3.1140 -2.3883 -0.06
H -0.2524 -1.6815 2.1002 0.05
H 1.6575 -0.7424 2.3044 -0.01
H 2.1441 -1.8683 3.1578 0.04
H 2.5975 -0.4109 -1.1368 -0.01
C -1.1287 -1.1440 0.3131 -0.29
O 4.0526 1.6172 -0.6113 -0.04
H -1.1327 2.5063 -0.1801 0.03
H -2.3690 -2.8168 -3.4861 0.04
N 0.0604 0.4688 -1.0566 0.20
O 1.3618 3.0733 1.8830 -0.05
O 1.9128 -0.9354 3.2352 -0.08
```

Values from the calculation:
lowest unoccupied orbital energy = 0.2 eV
SMILES = CC[C@@H](N)C(N)=O.O.O.O.O.O.O.O.O.O.O.O

Which of them is the most stable? Correct choice: #2.

#1
Below is a 2-piece molecular cluster, CH4ClN3 overall, with properties calculated with wB97M-V/def2-TZVPD.

Geometry as XYZ:
```
9
Properties=species:S:1:pos:R:3:lowdin_charge:R:1
N 1.6313 0.3389 -0.3797 -0.33
N -0.8529 0.9311 -0.0374 -0.01
H -0.5576 1.2338 0.9198 -0.01
Cl 3.4591 0.0776 -0.0160 0.48
N 0.6221 -1.7033 0.1827 0.15
H -0.2731 -1.9720 0.5110 0.05
H 1.4611 1.3605 -0.3989 0.07
C 0.6759 -0.5156 -0.1172 -0.43
H -0.3638 1.6919 -0.6865 0.02
```

Values from the calculation:
lowest unoccupied orbital energy (spin up / spin down) = -1.2 / -1.2 eV

#2
Below is a 2-piece molecular cluster, CH4ClN3 overall, with properties calculated with wB97M-V/def2-TZVPD.

Geometry as XYZ:
```
9
Properties=species:S:1:pos:R:3:lowdin_charge:R:1
N -1.0717 0.5795 0.0136 -0.30
H -0.7308 1.5266 0.0713 0.08
H 2.0947 0.1801 0.7536 -0.04
C -0.3321 -0.4482 -0.0176 -0.42
N 1.5308 0.8927 0.3037 -0.02
Cl -2.9026 0.4374 -0.2079 0.50
H -0.4229 -2.4715 -0.1836 0.08
H 1.7932 0.8956 -0.6807 -0.05
N 0.0414 -1.5922 -0.0524 0.17
```

Values from the calculation:
lowest unoccupied orbital energy (spin up / spin down) = -1.2 / -1.2 eV

Which of them is the most stable? Correct choice: #1.